[1]
89
Properties=species:S:1:pos:R:3 method="wB97M-V/def2-TZVPD" e_tot_ev=-84281.30997 total_charge=-1 homo_energy_ev=-4.041
C 2.5369 -2.3865 1.6989
C 3.8345 -2.0442 2.4061
O 3.7421 -0.7103 2.8833
C 4.8108 0.1187 2.4935
C 4.3673 1.5737 2.7305
O 2.9997 1.6690 2.4437
C 2.3431 2.6753 3.1830
C 0.8522 2.5749 2.9484
O 0.3639 1.4215 3.5870
C -0.3920 0.5450 2.7319
In -1.5834 -0.8825 4.0100
C -1.8184 -0.0115 6.0606
C -3.6355 -1.2228 3.2082
C -4.1533 -2.5839 3.7676
H 2.4366 -1.8192 0.7747
H 1.6989 -2.2104 2.3696
H 2.5470 -3.4438 1.4211
H 3.9550 -2.7194 3.2593
H 4.7015 -2.1744 1.7518
H 5.6637 -0.1231 3.1380
H 5.0418 -0.0118 1.4308
H 4.5558 1.7882 3.7884
H 4.9410 2.2598 2.0961
H 2.7075 3.6807 2.9122
H 2.5282 2.5270 4.2527
H 0.6130 2.6023 1.8831
H 0.4169 3.4417 3.4709
H -1.0234 1.1066 2.0340
H 0.2832 -0.0641 2.1168
H -0.6607 -2.4047 4.1953
H -2.7786 -0.3649 6.4512
H -1.8716 1.0768 6.0394
H -1.0292 -0.3828 6.7122
H -4.3299 -0.4692 3.5879
H -3.6675 -1.2518 2.1179
H -3.6388 -2.7827 4.7113
H -3.8373 -3.3915 3.1053
H -5.2294 -2.5936 3.9552
C 0.3480 7.9138 -0.3189
O -0.6175 6.8664 -0.2468
P -0.1200 5.3038 -0.4946
O 0.7565 5.7073 -1.6687
O -1.5519 4.7727 -0.9454
C -2.2917 5.5276 -1.9028
O 0.5082 3.7756 -0.4816
C 1.8705 3.6370 -0.0440
H -0.0986 8.7928 0.1451
H 1.2653 7.6590 0.2069
H 0.5710 8.1264 -1.3613
H -1.6283 6.0979 -2.5529
H -2.9807 6.2030 -1.3981
H -2.8629 4.8183 -2.4981
H 2.0603 4.1853 0.8777
H 2.5392 3.9949 -0.8259
H 2.0494 2.5808 0.1413
C -3.5592 -1.6823 -4.0087
O -2.8175 -1.0335 -2.9641
P -3.6104 -0.0294 -1.9853
O -4.5029 0.7948 -2.8287
O -2.2988 0.7131 -1.4790
C -1.5007 1.4604 -2.3855
O -4.1960 -0.1083 -0.5163
C -5.3999 -0.8699 -0.2917
H -2.9510 -2.5098 -4.3694
H -4.5117 -2.0688 -3.6517
H -3.7271 -0.9808 -4.8233
H -2.0808 1.8512 -3.2236
H -0.6943 0.8351 -2.7734
H -1.0664 2.2945 -1.8411
H -5.3397 -1.8475 -0.7719
H -6.2754 -0.3372 -0.6622
H -5.4911 -1.0141 0.7812
C 3.0078 -3.9296 -5.8255
O 2.6124 -3.9586 -4.4438
P 1.6808 -5.1652 -3.9435
O 0.6474 -5.3911 -4.9728
O 1.1910 -4.4182 -2.6295
C 0.4181 -3.2247 -2.7674
O 1.9099 -6.5282 -3.1432
C 2.5017 -7.6250 -3.8617
H 3.8372 -3.2309 -5.9072
H 3.3277 -4.9085 -6.1767
H 2.1777 -3.5740 -6.4317
H -0.1406 -3.2144 -3.7036
H 1.0694 -2.3525 -2.7233
H -0.2821 -3.1790 -1.9376
H 3.3754 -7.3114 -4.4341
H 1.7662 -8.0661 -4.5334
H 2.8143 -8.3645 -3.1299


[2]
83
Properties=species:S:1:pos:R:3 method="wB97M-V/def2-TZVPD" smiles=COC[C@H](C)N.COC[C@H](C)N.COC[C@H](C)N.COC[C@H](C)N.CCO.CO e_tot_ev=-38818.49262 e_above_lowest_ev=2.7252 homo_energy_ev=-9.207
C -1.7940 -2.6929 -0.9816
O -1.2588 -3.7552 -1.6754
C 0.0008 -3.5221 -2.3783
C 0.3961 -4.8484 -3.1391
C -0.5185 -5.2161 -4.2808
N 0.3134 -5.9691 -2.2772
H -1.0890 -2.1720 -0.3338
H -2.5519 -3.0689 -0.2942
H -2.2696 -2.1544 -1.8013
H -0.1198 -2.7035 -3.0878
H 0.7461 -3.1586 -1.6708
H 1.4596 -4.7309 -3.3470
H -1.5236 -5.5136 -3.9818
H -0.0945 -6.1032 -4.7512
H -0.7293 -4.4822 -5.0586
H 1.1224 -5.9794 -1.6728
H -0.5032 -5.8163 -1.7028
C -4.1878 2.0385 3.8188
O -3.7546 3.3795 3.6018
C -2.5341 3.6043 2.9595
C -2.0150 4.9573 3.5089
C -0.8807 5.6090 2.6532
N -1.6260 4.7329 4.8769
H -4.5046 1.5448 2.9002
H -5.1623 1.9529 4.2996
H -3.4884 1.4865 4.4466
H -1.7476 2.8543 3.0429
H -2.7465 3.6190 1.8905
H -2.8835 5.6134 3.5672
H -0.0588 4.9035 2.5314
H -0.4435 6.5035 3.0969
H -1.2541 5.8523 1.6584
H -2.4079 4.3129 5.3590
H -1.5564 5.6816 5.2166
C 0.9268 -3.6498 1.4680
O 0.2965 -2.9644 2.5596
C -1.0920 -3.0309 2.7830
C -1.6728 -4.4216 2.5923
C -3.1735 -4.4433 2.5214
N -1.1572 -5.3561 3.5644
H 1.9191 -3.1988 1.4772
H 0.4555 -3.5384 0.4915
H 1.2263 -4.6977 1.4877
H -1.3386 -2.6950 3.7902
H -1.5530 -2.3717 2.0473
H -1.3627 -4.8265 1.6290
H -3.6590 -5.3984 2.7217
H -3.3987 -4.0882 1.5158
H -3.7011 -3.7201 3.1433
H -1.3428 -4.9065 4.4495
H -0.1478 -5.3274 3.5454
C 1.5473 1.4757 -3.1521
O 1.4943 2.7856 -3.7372
C 2.6320 3.2251 -4.5513
C 2.7631 4.7676 -4.5173
C 4.0134 5.3880 -5.1334
N 2.8364 5.1249 -3.1141
H 1.7568 0.5995 -3.7656
H 0.5326 1.2112 -2.8548
H 2.3239 1.4090 -2.3901
H 3.5572 2.7685 -4.1997
H 2.4503 3.0086 -5.6040
H 1.9030 5.2192 -5.0115
H 3.9537 5.3044 -6.2185
H 4.8367 4.7671 -4.7805
H 4.2656 6.4001 -4.8170
H 2.4736 6.0675 -3.1212
H 2.1814 4.5823 -2.5694
C -0.1988 0.7131 1.6270
C -0.0493 0.9120 0.1256
O 1.1978 1.5145 -0.2692
H -1.1684 0.2840 1.8799
H -0.1230 1.5428 2.3298
H 0.5595 0.0036 1.9582
H -0.7221 1.7402 -0.0967
H -0.2645 0.0137 -0.4530
H 1.4514 1.1355 -1.1140
C 3.8761 -0.3539 0.8540
O 3.6216 1.0385 1.0147
H 4.1214 -0.8317 1.8024
H 3.0142 -0.8765 0.4392
H 4.7419 -0.3090 0.1934
H 2.8617 1.2439 0.4653


[3]
88
Properties=species:S:1:pos:R:3 method="wB97M-V/def2-TZVPD" e_tot_ev=-74088.58240 homo_energy_ev=-7.979
C -3.1164 3.4415 -0.1389
C -3.5959 4.2533 -1.3313
C -4.7435 5.1968 -0.9273
C -4.0884 3.4312 -2.5631
Si -3.4847 1.6655 -2.7377
O -4.8497 0.7224 -3.0733
Si -4.5993 -0.9023 -2.6774
C -3.3721 -1.6367 -3.9264
C -2.1113 -2.3010 -3.3133
O -1.7929 -1.8586 -1.9933
C -0.6833 -1.0839 -1.9510
O 0.2451 -1.3316 -1.2104
H -3.8210 2.6838 0.2033
H -2.1519 2.9639 -0.2915
H -2.9643 4.1156 0.7013
H -2.7797 4.9098 -1.6336
H -4.5505 5.7148 0.0062
H -5.6780 4.6411 -0.8777
H -4.8800 5.8926 -1.7545
H -3.8485 4.0105 -3.4544
H -5.1766 3.4000 -2.5245
H -2.5042 1.5096 -3.8432
H -2.8680 1.0802 -1.5378
H -4.1268 -0.9578 -1.2867
H -5.8980 -1.5883 -2.7863
H -3.0313 -0.8945 -4.6439
H -3.9207 -2.3767 -4.5069
H -2.2606 -3.3749 -3.3249
H -1.2797 -2.1000 -3.9880
H -0.6360 -0.2075 -2.6151
O -1.5946 3.1790 2.8140
P -0.8440 4.0217 3.8144
N 0.7261 3.3205 3.6138
C 1.6995 3.0353 4.6434
C 1.3269 3.5030 2.2944
N -1.6768 3.4369 5.2407
C -1.0363 2.5656 6.2108
C -2.9957 2.8624 4.9685
N -0.3253 5.4174 4.6450
C 0.5258 6.3496 3.9085
C -0.4424 5.7343 6.0545
H 2.1305 3.9340 5.1142
H 2.5325 2.4719 4.2225
H 1.3031 2.3929 5.4237
H 1.6427 4.5390 2.1117
H 0.6158 3.2286 1.5121
H 2.1997 2.8640 2.1625
H -0.7455 1.5983 5.7791
H -1.7210 2.3721 7.0403
H -0.1670 3.0278 6.6774
H -2.9294 1.8469 4.5620
H -3.5557 3.4751 4.2668
H -3.5783 2.8168 5.8923
H 1.5844 6.0737 3.9815
H 0.4304 7.3658 4.2910
H 0.2517 6.3817 2.8537
H 0.3712 5.2817 6.6291
H -1.3981 5.4314 6.4698
H -0.3849 6.8150 6.2118
O 3.2990 -6.8400 -4.2213
P 3.1168 -5.8522 -3.0967
N 4.3130 -4.6940 -3.5764
C 5.2174 -3.9627 -2.7188
C 4.0568 -4.0193 -4.8458
N 3.6472 -6.9140 -1.8058
C 4.9166 -6.7297 -1.1248
C 3.5449 -8.3389 -2.1233
N 2.3148 -4.8436 -1.9860
C 1.6550 -3.6546 -2.5241
C 2.3441 -4.8733 -0.5367
H 4.7203 -3.2241 -2.0691
H 5.9408 -3.4132 -3.3219
H 5.8219 -4.6177 -2.0980
H 3.2260 -3.3031 -4.7851
H 3.8121 -4.7485 -5.6208
H 4.9357 -3.4758 -5.1926
H 5.7762 -6.8438 -1.7998
H 5.0163 -7.4677 -0.3248
H 4.9822 -5.7675 -0.6176
H 4.3612 -8.6792 -2.7705
H 2.6026 -8.5666 -2.6144
H 3.5788 -8.9275 -1.2025
H 2.3462 -2.8066 -2.5943
H 0.8261 -3.3402 -1.9010
H 1.2485 -3.8521 -3.5189
H 3.2172 -4.3392 -0.1500
H 2.3264 -5.8840 -0.1416
H 1.4586 -4.3819 -0.1250


Number 1: HOMO-LUMO gap 4.4 eV. Number 2: HOMO-LUMO gap 9.5 eV. Number 3: HOMO-LUMO gap 8.4 eV.